(1)
A molecular structure, C30H38Br2N6O2RuSi at a distorted geometry, computed with wB97M-V/def2-TZVPD.

```
80
C30H38Br2N6O2RuSi | the OMol25 dataset | wB97M-V/def2-TZVPD
Ru -0.0057 0.1876 -0.5896
C 1.0030 3.8826 -1.9244
C -0.0479 3.0808 -2.6272
C -0.9157 3.7407 -3.5322
C -1.8059 3.0288 -4.2755
C -1.8161 1.6178 -4.1874
C -2.6001 0.7543 -4.9927
Br -3.8188 1.4725 -6.2444
C -2.4591 -0.5992 -4.8966
C -1.5452 -1.1625 -3.9887
Br -1.3036 -3.0330 -4.0002
C -0.7908 -0.3848 -3.1379
O 0.0973 -0.8541 -2.2906
C -0.9460 1.0382 -3.2469
N -0.1232 1.7831 -2.4405
H 0.5626 4.6048 -1.2339
H 1.5708 4.4478 -2.6650
H 1.6881 3.2365 -1.3844
H -0.8468 4.8159 -3.6338
H -2.4735 3.5236 -4.9678
H -3.0421 -1.2546 -5.5283
C 0.1654 -0.7276 2.7686
Si 1.3545 -0.3439 1.3483
C 2.5445 0.8052 2.2517
C 2.3226 -1.8693 0.8197
C 2.4704 -2.2597 -0.5143
C 3.2861 -3.3296 -0.8641
C 3.9663 -4.0358 0.1167
C 3.8195 -3.6791 1.4513
C 3.0096 -2.6065 1.7930
H 0.7293 -1.0676 3.6428
H -0.6048 -1.4647 2.5560
H -0.3348 0.2018 3.0579
H 2.9695 0.1856 3.0468
H 2.0285 1.6397 2.7211
H 3.3814 1.1853 1.6602
H 1.9522 -1.7301 -1.3052
H 3.3961 -3.6039 -1.9058
H 4.6093 -4.8632 -0.1553
H 4.3429 -4.2315 2.2215
H 2.9215 -2.3353 2.8412
C 0.6359 4.7608 2.6650
C 1.4752 4.2318 1.5217
N 0.8073 3.0736 0.9505
C -0.5015 2.7898 1.0383
N -0.9387 1.6594 0.4862
C -2.3904 1.3806 0.5430
C -3.0387 1.9919 1.7673
C -2.7474 3.4720 1.7603
N -1.3087 3.6879 1.6421
C -0.7734 4.9547 2.1429
H 1.0399 5.6997 3.0396
H 0.6244 4.0401 3.4862
H 2.4664 3.9252 1.8535
H 1.6033 5.0053 0.7578
H 1.3594 2.3479 0.5231
H -2.5137 0.3014 0.5486
H -2.8688 1.7602 -0.3674
H -2.6272 1.5332 2.6698
H -4.1147 1.8209 1.7621
H -3.0809 3.9520 2.6797
H -3.2659 3.9571 0.9266
H -1.4452 5.3077 2.9230
H -0.7761 5.7048 1.3444
N -0.8981 -1.4599 0.0916
C -0.8307 -2.6102 0.2450
N -0.7613 -3.8821 0.4610
C -0.2234 -4.4137 1.7267
C 0.6917 -5.5765 1.3872
O 0.0042 -6.5481 0.6200
C -0.4054 -6.0128 -0.6250
C -1.3929 -4.8801 -0.4176
H -1.0611 -4.7520 2.3419
H 0.3197 -3.6261 2.2458
H 1.0297 -6.0633 2.3004
H 1.5634 -5.2078 0.8357
H -0.8725 -6.8190 -1.1875
H 0.4672 -5.6468 -1.1809
H -2.2910 -5.2510 0.0829
H -1.6713 -4.4055 -1.3557
```

Properties
**Spin multiplicity**: 2
**Energy above the lowest of the compared OMol25 structures with the same formula, charge and spin**: 40.78 kcal per mole
**Charge**: +1
**HOMO-LUMO gap (alpha / beta)**: 7.4 / 6.7 eV
**Expectation value of S²**: 0.758
**Total energy**: -195302.5951 eV
**E_HOMO (alpha / beta)**: -10.04 / -9.99 eV



(2)
C6H15N in the gas phase at a distorted geometry, computed with wB97M-V/def2-TZVPD.

```
22
C6H15N | the OMol25 dataset | wB97M-V/def2-TZVPD
C -0.6418 0.0295 2.5120
N -0.6517 -0.6067 1.2089
C -0.7035 -0.3435 -0.2039
C -1.2286 1.1152 -0.3409
C 0.6620 -0.5676 -0.9546
C 0.7334 0.0761 -2.3355
C 1.7424 0.0119 -0.0121
H -1.6724 -0.0056 2.9138
H -0.4549 1.1044 2.4560
H 0.0564 -0.4098 3.2198
H -0.5168 -1.5885 1.4064
H -1.5510 -0.8951 -0.6133
H -1.1460 1.4526 -1.3816
H -2.2944 1.1939 -0.1291
H -0.5991 1.7754 0.2624
H 0.7197 -1.6535 -0.9748
H 1.0958 1.1094 -2.3358
H 1.5367 -0.3904 -2.9180
H -0.2460 0.0031 -2.8220
H 1.9610 -0.5046 0.9183
H 1.4895 1.0375 0.2983
H 2.7208 0.0907 -0.5033
```

Properties
**SMILES**: CN[C@@H](C)C(C)C
**Energy above the lowest of the compared OMol25 structures with the same formula, charge and spin**: 35.57 kcal per mole
**Charge**: 0
**HOMO-LUMO gap**: 9.0 eV
**Total energy**: -7954.2239 eV
**E_HOMO**: -7.88 eV



(3)
A molecular structure, C3H8NO at a distorted geometry, computed with wB97M-V/def2-TZVPD.

```
13
C3H8NO | the OMol25 dataset | wB97M-V/def2-TZVPD
C -1.0641 0.8034 -0.5378
C 0.3681 0.2933 -0.2077
C 0.6048 -0.4248 1.0567
O 1.6313 -1.0025 1.4741
N -1.2986 1.3178 -1.8351
H -1.7233 -0.0659 -0.2455
H -1.3365 1.5125 0.2641
H 1.2088 0.4489 -0.8653
H 0.0660 -0.9147 0.0006
H -0.1834 -0.1255 1.7588
H -0.3330 -3.2446 0.4226
H -1.6165 0.5403 -2.4121
H 0.1538 -2.8165 0.0984
```

Properties
**Energy above the lowest of the compared OMol25 structures with the same formula, charge and spin**: 97.12 kcal per mole
**Charge**: -1
**HOMO-LUMO gap**: 6.0 eV
**Total energy**: -6773.7807 eV
**E_HOMO**: -1.79 eV



Which value of charge does entry 3 give? -1